# 1
{
  "formula": "C25H23Cl5N2O7PdSe2",
  "method": "ωB97M-V with the def2-TZVPD basis set",
  "multiplicity": 1,
  "orbital_gap_ev": 7.2581,
  "lumo_ha": -0.029,
  "homo_ev": -8.05,
  "elements": ["Pd", "O", "C", "C", "C", "O", "C", "Se", "C", "Se", "H", "H", "H", "H", "H", "H", "H", "H", "H", "H", "C", "O", "C", "C", "C", "C", "C", "C", "N", "C", "C", "C", "C", "C", "C", "C", "O", "H", "H", "H", "H", "H", "H", "H", "H", "H", "H", "H", "H", "H", "Cl", "C", "C", "C", "Cl", "C", "Cl", "C", "Cl", "C", "Cl", "O", "N", "O", "O"],
  "positions_angstrom": [[0.0447, 2.4159, 0.3226], [3.3221, -1.6135, -1.0455], [4.4597, -0.8893, -0.6022], [4.0628, 0.1507, 0.4404], [5.3654, 0.6798, 1.0770], [6.1214, -0.3180, 1.7385], [3.3754, 1.3838, -0.1572], [1.5785, 0.9285, -0.7798], [3.1798, -0.4405, 1.5534], [1.2536, -0.3954, 1.1304], [3.5963, -2.2222, -1.7371], [4.9493, -0.3724, -1.4374], [5.1914, -1.5610, -0.1441], [5.1169, 1.5008, 1.7584], [6.0123, 1.0819, 0.2946], [5.6952, -0.5282, 2.5754], [3.9263, 1.7996, -1.0005], [3.2528, 2.1495, 0.6040], [3.2811, 0.1754, 2.4486], [3.4535, -1.4687, 1.7815], [-0.7393, -4.1734, -0.1422], [-1.9147, -3.3747, -0.0721], [-3.1130, -4.0017, -0.0070], [-3.3834, -5.2351, -0.5886], [-4.6429, -5.8029, -0.4709], [-5.6512, -5.1460, 0.2184], [-5.3959, -3.9044, 0.7766], [-4.1405, -3.3262, 0.6606], [-3.8768, -2.0826, 1.2957], [-3.2470, -1.0181, 0.8051], [-2.9700, -0.6803, -0.5078], [-3.5779, -1.2682, -1.6610], [-3.3716, -0.7408, -2.8905], [-2.5406, 0.4113, -3.0323], [-1.9222, 0.9935, -1.9747], [-2.0614, 0.4346, -0.6614], [-1.4076, 0.8498, 0.3396], [0.0920, -3.4741, -0.1070], [-0.6868, -4.7427, -1.0711], [-0.6902, -4.8550, 0.7096], [-2.6034, -5.7542, -1.1262], [-4.8352, -6.7665, -0.9235], [-6.6324, -5.5894, 0.3134], [-6.1748, -3.3639, 1.3003], [-4.1582, -2.0244, 2.2619], [-2.9305, -0.3020, 1.5569], [-4.2418, -2.1134, -1.5404], [-3.8501, -1.1626, -3.7632], [-2.4135, 0.8404, -4.0192], [-1.3229, 1.8892, -2.0766], [1.9537, 3.1793, 2.8384], [2.0789, 4.2207, 1.4526], [1.3486, 3.8950, 0.3167], [1.5067, 4.7213, -0.7912], [0.6690, 4.3243, -2.2579], [2.3358, 5.8404, -0.7699], [2.4998, 6.8395, -2.1611], [3.0468, 6.1452, 0.3893], [4.0833, 7.5178, 0.4324], [2.9251, 5.3250, 1.5081], [3.8257, 5.6744, 2.9327], [-3.2185, 4.2929, 1.5754], [-2.3139, 3.8444, 0.9029], [-2.3558, 3.7119, -0.3187], [-1.2195, 3.4949, 1.5265]],
  "lowdin_charge": [0.68, -0.11, -0.21, -0.56, -0.21, -0.04, -0.41, 0.77, -0.45, 0.72, 0.10, 0.14, 0.13, 0.13, 0.14, 0.09, 0.10, 0.04, 0.06, 0.08, -0.04, -0.08, -0.24, 0.00, -0.07, -0.08, -0.02, -0.18, 0.12, 0.02, -0.13, -0.02, -0.08, -0.05, -0.02, -0.35, -0.22, 0.08, 0.09, 0.10, 0.11, 0.11, 0.11, 0.12, 0.16, 0.15, 0.11, 0.10, 0.11, 0.08, 0.69, -0.70, -0.37, -0.69, 0.68, -0.71, 0.68, -0.71, 0.68, -0.71, 0.68, 0.04, -0.56, -0.02, -0.18]
}


# 2
{
  "formula": "C25H23CoIN17PSe",
  "method": "ωB97M-V with the def2-TZVPD basis set",
  "multiplicity": 5,
  "total_charge": 1,
  "orbital_gap_ev": [7.5666, 4.7790],
  "lumo_ha": [-0.100, -0.203],
  "homo_ev": [-10.30, -10.31],
  "elements": ["Co", "N", "C", "N", "N", "N", "N", "C", "N", "N", "N", "N", "H", "Se", "N", "C", "C", "C", "C", "C", "N", "C", "C", "N", "C", "C", "C", "C", "C", "N", "H", "H", "H", "H", "H", "H", "C", "N", "C", "N", "C", "N", "C", "P", "C", "C", "H", "H", "H", "H", "H", "H", "H", "H", "H", "H", "H", "H", "I", "C", "C", "C", "C", "C", "N", "H", "H", "H", "H"],
  "positions_angstrom": [[-16.1763, 1.9301, 10.5586], [-15.7158, 3.9973, 7.9557], [-14.5826, 3.5341, 8.5531], [-13.3888, 3.8796, 8.1818], [-12.6014, 3.1453, 8.9868], [-13.2798, 2.4433, 9.8064], [-14.5977, 2.6915, 9.5767], [-16.8456, 3.1888, 7.7654], [-17.5632, 3.1441, 6.6741], [-18.5056, 2.2245, 7.0177], [-18.3470, 1.8156, 8.2235], [-17.2653, 2.4186, 8.8017], [-15.4311, 4.6181, 7.2231], [-21.0022, -2.9063, 7.7473], [-21.1521, -1.8454, 9.1594], [-19.9583, -1.3817, 9.4526], [-19.7231, -0.4447, 10.4979], [-20.6864, 0.0507, 11.3364], [-20.3754, 1.1573, 12.0988], [-19.1007, 1.6750, 12.0826], [-18.0968, 1.0448, 11.4284], [-18.4111, 0.0701, 10.5970], [-17.2737, -0.5280, 9.7688], [-16.0714, -0.0457, 9.9786], [-15.0518, -0.5402, 9.3269], [-15.1207, -1.4519, 8.2755], [-16.3831, -1.9017, 8.0192], [-17.5052, -1.5366, 8.8170], [-18.8801, -1.9115, 8.5627], [-19.2026, -2.7435, 7.5761], [-21.6441, -0.4366, 11.2796], [-21.2211, 1.6159, 12.7054], [-18.9658, 2.6683, 12.4854], [-14.0996, -0.1181, 9.5579], [-14.2327, -1.7745, 7.7674], [-16.5275, -2.6525, 7.2692], [-12.4058, 3.7639, 3.0718], [-13.7465, 4.3027, 3.2189], [-14.6383, 3.5620, 2.3520], [-14.6265, 2.1481, 2.6857], [-13.3223, 1.5000, 2.4623], [-12.4974, 2.2927, 3.3896], [-12.6364, 1.9739, 4.7648], [-14.3393, 2.6709, 5.3788], [-14.1180, 4.3636, 4.6093], [-15.1688, 1.8177, 3.9629], [-11.7024, 4.1853, 3.8025], [-12.0959, 3.8577, 2.0480], [-14.3144, 3.7014, 1.3077], [-15.6665, 3.9945, 2.4216], [-12.9977, 1.6850, 1.3849], [-13.3330, 0.4493, 2.7091], [-11.9269, 2.4925, 5.4448], [-12.5842, 0.9195, 4.9831], [-13.4488, 5.0359, 5.1998], [-15.1049, 4.8241, 4.7383], [-16.2062, 2.0895, 4.1052], [-15.0292, 0.7050, 4.2014], [-14.2981, 0.6982, 12.7956], [-14.5981, 2.7793, 12.8814], [-13.8179, 3.6264, 13.6383], [-14.1601, 4.9258, 13.7026], [-15.3194, 5.4074, 13.0128], [-16.0656, 4.4941, 12.3358], [-15.6824, 3.1934, 12.2646], [-12.9926, 3.2288, 14.2382], [-13.6031, 5.6463, 14.3011], [-15.5611, 6.4578, 12.9764], [-16.9601, 4.7357, 11.8015]],
  "lowdin_charge": [0.61, 0.11, -0.57, 0.02, -0.08, -0.06, -0.04, -0.50, 0.04, -0.07, -0.06, 0.00, 0.10, 1.12, -0.23, -0.31, -0.11, 0.02, -0.03, -0.09, 0.08, -0.15, -0.15, 0.00, -0.14, -0.01, 0.02, -0.07, -0.32, -0.20, 0.13, 0.14, 0.11, 0.08, 0.11, 0.11, -0.09, -0.16, -0.15, -0.12, -0.09, -0.05, -0.25, 1.09, -0.32, -0.33, 0.15, 0.13, 0.14, 0.16, 0.16, 0.13, 0.11, 0.09, 0.11, 0.09, 0.09, 0.12, 1.02, -0.75, -0.12, -0.03, -0.02, -0.11, -0.07, 0.12, 0.12, 0.11, 0.11]
}


# 3
{
  "formula": "C25H23F3N5ORhS",
  "method": "ωB97M-V with the def2-TZVPD basis set",
  "multiplicity": 1,
  "orbital_gap_ev": 7.5101,
  "lumo_ha": 0.009,
  "homo_ev": -7.26,
  "elements": ["Rh", "N", "C", "O", "C", "C", "H", "H", "H", "H", "H", "H", "C", "C", "N", "N", "C", "S", "N", "N", "H", "H", "H", "H", "H", "H", "C", "C", "C", "C", "C", "C", "C", "C", "C", "C", "H", "H", "H", "H", "H", "H", "H", "F", "C", "F", "F", "C", "C", "C", "C", "C", "C", "C", "C", "H", "H", "H", "H"],
  "positions_angstrom": [[0.5907, 0.9265, 1.5519], [0.5431, 3.3936, 4.9361], [0.4594, 2.4484, 3.9872], [1.1010, 2.5558, 2.9395], [-0.3930, 1.2438, 4.2329], [-0.8912, 0.6799, 2.8974], [1.1363, 4.1907, 4.7809], [0.0155, 3.3266, 5.7860], [-1.2008, 1.4844, 4.9312], [0.2561, 0.5186, 4.7372], [-1.8119, 1.1837, 2.6091], [-1.1003, -0.3874, 2.9958], [4.4063, -0.0933, -2.0121], [4.2429, -0.5041, -0.5996], [4.9386, -1.3986, 0.0177], [4.3988, -1.4457, 1.2722], [3.3725, -0.6028, 1.4578], [2.4450, -0.3703, 2.8342], [3.2857, 0.0252, 0.2383], [2.3332, 0.9915, -0.0623], [5.2251, -0.6591, -2.4475], [4.6281, 0.9717, -2.0908], [3.4944, -0.2948, -2.5759], [4.7426, -2.1010, 1.9510], [1.6761, 0.6361, -0.7563], [2.7643, 1.8628, -0.3490], [-4.3898, 1.9718, -1.1299], [-3.8614, 0.9119, -0.3657], [-2.5976, 0.9904, 0.1453], [-1.7780, 2.1285, -0.0713], [-0.4565, 2.2367, 0.4642], [0.2565, 3.3852, 0.1859], [-0.2712, 4.4333, -0.5981], [-1.5331, 4.3404, -1.1054], [-2.3153, 3.1896, -0.8475], [-3.6308, 3.0808, -1.3642], [-5.3934, 1.9015, -1.5295], [-4.4605, 0.0279, -0.1881], [-2.1925, 0.1682, 0.7129], [1.2480, 3.5187, 0.6079], [0.3323, 5.3132, -0.7878], [-1.9559, 5.1382, -1.7043], [-4.0218, 3.9020, -1.9537], [-1.6652, -7.1550, -2.8702], [-1.3468, -6.0451, -3.5597], [-0.2873, -6.3581, -4.3407], [-2.3733, -5.7955, -4.4022], [-1.0572, -4.8766, -2.6711], [-0.7336, -3.6569, -3.2586], [-0.4576, -2.5628, -2.4652], [-0.4935, -2.6655, -1.0665], [-0.8272, -3.8975, -0.4946], [-1.1069, -4.9937, -1.2898], [-0.1929, -1.5426, -0.2476], [0.0573, -0.5699, 0.4408], [-0.7056, -3.5674, -4.3370], [-0.2231, -1.6087, -2.9178], [-0.8613, -3.9843, 0.5824], [-1.3632, -5.9410, -0.8359]],
  "lowdin_charge": [0.76, 0.19, -0.52, -0.08, -0.18, -0.26, 0.12, 0.11, 0.11, 0.11, 0.05, 0.06, 0.00, -0.33, 0.13, 0.03, -0.74, 0.70, -0.07, 0.08, 0.09, 0.09, 0.09, 0.15, 0.10, 0.12, -0.09, -0.08, -0.06, -0.16, -0.19, -0.14, -0.10, -0.06, -0.18, -0.05, 0.10, 0.10, 0.07, 0.07, 0.10, 0.11, 0.11, 0.13, -0.58, 0.13, 0.13, -0.14, -0.02, -0.02, -0.25, -0.02, -0.01, -0.09, -0.18, 0.12, 0.11, 0.12, 0.12]
}


Relative energy (zero: lowest compared OMol25 entry of this formula, charge and spin) list, top to bottom, in eV: 0.9083, 0.0000, 0.0000
Strongest force on any atom list, top to bottom, in hartree/bohr: 0.011, 0.057, 0.011